Density functional theory data (the ωB97M-V functional and the def2-TZVPD basis) for C53H52ClN6O7SiTl as an isolated structure at a distorted geometry.

The value obtained for the HOMO energy is -7.86 eV. The value obtained for the energy is -3828.2524 a.u. The lowest unoccupied orbital energy comes out at -1.00 eV. The value obtained for the HOMO-LUMO gap is 6.86 eV. For the energy above the lowest of the compared OMol25 structures with the same formula, charge and spin, the calculation gives 42.1 kcal per mole. The total charge is 0.

Geometry (Å):
Tl (0.387, -0.128, 1.009)
O (-3.244, 0.570, 3.686)
C (-3.210, 1.908, 3.753)
C (-4.402, 2.576, 4.042)
C (-4.423, 3.950, 4.145)
C (-3.260, 4.696, 3.956)
C (-2.084, 4.051, 3.639)
C (-2.036, 2.659, 3.525)
C (-0.816, 1.972, 3.081)
O (-0.759, 0.706, 3.051)
N (0.217, 2.742, 2.708)
N (1.133, 2.101, 2.015)
C (2.330, 2.552, 1.907)
C (3.362, 1.836, 1.169)
C (4.687, 2.286, 1.203)
C (5.682, 1.520, 0.628)
C (5.347, 0.306, 0.042)
C (4.011, -0.053, 0.019)
N (3.045, 0.699, 0.533)
H (-2.333, 0.271, 3.455)
H (-5.297, 1.980, 4.174)
H (-5.357, 4.450, 4.369)
H (-3.288, 5.774, 4.043)
H (-1.173, 4.610, 3.474)
H (2.627, 3.444, 2.455)
H (4.922, 3.217, 1.702)
H (6.713, 1.845, 0.661)
H (6.101, -0.339, -0.386)
H (3.690, -0.997, -0.407)
C (1.393, -1.647, 2.330)
Si (1.339, -3.343, 1.555)
C (1.203, -3.340, -0.376)
N (0.713, -2.097, -1.008)
C (-0.661, -2.282, -1.505)
C (-0.754, -3.172, -2.749)
C (0.310, -2.800, -3.801)
C (0.983, -1.478, -3.445)
C (1.604, -1.536, -2.047)
C (3.011, -4.070, 2.083)
C (3.258, -4.221, 3.451)
C (4.469, -4.708, 3.916)
C (5.469, -5.058, 3.018)
C (5.247, -4.915, 1.658)
C (4.030, -4.425, 1.201)
C (-0.068, -4.414, 2.191)
C (-1.069, -3.914, 3.023)
C (-2.135, -4.709, 3.414)
C (-2.204, -6.032, 3.005)
C (-1.205, -6.555, 2.196)
C (-0.155, -5.749, 1.788)
H (2.375, -1.216, 2.497)
H (0.748, -1.500, 3.194)
H (0.515, -4.158, -0.611)
H (2.165, -3.630, -0.806)
H (-1.081, -1.298, -1.717)
H (-1.251, -2.719, -0.703)
H (-1.762, -3.075, -3.155)
H (-0.634, -4.219, -2.467)
H (-0.136, -2.730, -4.794)
H (1.075, -3.580, -3.849)
H (0.252, -0.667, -3.501)
H (1.773, -1.254, -4.166)
H (1.897, -0.520, -1.760)
H (2.518, -2.135, -2.106)
H (2.485, -3.951, 4.163)
H (4.637, -4.814, 4.980)
H (6.414, -5.444, 3.377)
H (6.021, -5.185, 0.950)
H (3.879, -4.322, 0.132)
H (-1.037, -2.882, 3.343)
H (-2.917, -4.289, 4.033)
H (-3.034, -6.655, 3.314)
H (-1.246, -7.590, 1.882)
H (0.614, -6.161, 1.140)
O (-5.780, -1.652, 0.595)
C (-5.913, -0.348, 0.609)
O (-6.993, 0.192, 0.556)
C (-4.650, 0.464, 0.658)
C (-4.617, 1.842, 0.568)
Cl (-5.961, 2.876, 0.572)
N (-3.311, 2.243, 0.563)
N (-2.501, 1.160, 0.686)
C (-3.284, 0.097, 0.739)
C (-2.728, -1.302, 0.922)
O (-3.524, -2.248, 0.839)
O (-1.499, -1.455, 1.181)
C (-2.757, 3.551, 0.379)
C (-3.511, 4.667, 0.018)
C (-2.893, 5.898, -0.145)
C (-1.526, 6.042, 0.015)
C (-0.772, 4.927, 0.344)
C (-1.383, 3.702, 0.529)
H (-4.812, -1.936, 0.670)
H (-4.570, 4.598, -0.141)
H (-3.502, 6.755, -0.400)
H (-1.058, 7.009, -0.111)
H (0.301, 5.009, 0.471)
H (-0.812, 2.840, 0.793)
C (0.688, 2.604, -7.577)
C (0.699, 2.395, -6.091)
C (1.857, 2.581, -5.347)
C (1.887, 2.358, -3.981)
C (3.179, 2.579, -3.233)
C (0.717, 1.908, -3.339)
C (0.825, 1.507, -1.945)
O (0.020, 0.812, -1.340)
C (-0.489, 1.766, -4.070)
C (-1.791, 1.388, -3.426)
C (-0.468, 2.024, -5.430)
H (1.679, 2.860, -7.947)
H (-0.003, 3.406, -7.843)
H (0.349, 1.699, -8.081)
H (2.764, 2.888, -5.856)
H (3.942, 2.952, -3.913)
H (3.548, 1.654, -2.787)
H (3.049, 3.310, -2.433)
H (1.739, 1.838, -1.428)
H (-2.041, 2.100, -2.639)
H (-1.738, 0.407, -2.958)
H (-2.593, 1.380, -4.163)
H (-1.381, 1.907, -6.002)